*1*
{"formula": "C2H6NO3", "method": "wB97M-V/def2-TZVPD", "orbital_gap_ev": 8.348, "charge": -1, "species": ["N", "C", "C", "H", "O", "H", "O", "O", "H", "H", "H", "H"], "coordinates": [[-1.043, -0.222, -0.047], [0.228, 0.440, 0.084], [-1.498, -0.633, -1.334], [-1.826, 0.232, -1.947], [1.108, 0.061, -0.708], [2.431, -0.076, 1.255], [2.846, 0.281, 2.058], [0.241, 1.361, 0.929], [-1.672, 0.042, 0.687], [-0.663, -1.092, -1.861], [2.174, 0.943, 2.276], [-2.326, -1.338, -1.392]]}

---

*2*
{"formula": "C2H6NO3", "method": "wB97M-V/def2-TZVPD", "orbital_gap_ev": 6.851, "charge": -1, "species": ["H", "O", "N", "H", "H", "C", "O", "O", "H", "C", "H", "H"], "coordinates": [[0.954, 3.366, 0.203], [0.598, -2.365, 0.715], [-1.003, -1.215, -0.440], [-1.980, -1.382, -0.567], [0.461, -0.136, -1.398], [-0.158, -0.030, -0.510], [1.835, 3.152, 0.435], [-0.969, 1.081, -0.690], [-1.413, -2.657, 0.785], [-0.579, -2.095, 0.466], [0.577, 0.122, 0.410], [1.678, 2.159, 0.591]]}

---

*3*
{"formula": "C2H6NO3", "method": "wB97M-V/def2-TZVPD", "orbital_gap_ev": [6.296, 7.620], "charge": -1, "species": ["C", "O", "H", "H", "N", "H", "H", "H", "C", "O", "O", "H"], "coordinates": [[-0.971, -0.962, 0.334], [-0.355, 1.385, 0.819], [-2.186, 0.911, 0.110], [0.535, 1.102, 0.648], [1.742, -0.419, -0.458], [0.042, 0.187, -1.481], [-0.746, -0.984, 1.411], [-0.464, -1.463, -0.367], [-1.141, 0.493, 0.007], [-0.725, 0.746, -1.299], [2.116, 0.456, 0.496], [2.151, -1.453, -0.221]]}

---

Which of them is the most stable? Correct choice: *1*.

---

*1*
{"formula": "C3H11NO2S", "method": "wB97M-V/def2-TZVPD", "orbital_gap_ev": 9.519, "smiles": "OCNCCS.O", "species": ["H", "O", "S", "H", "H", "H", "H", "H", "C", "O", "H", "H", "H", "N", "H", "H", "C", "C"], "coordinates": [[1.316, 1.433, 0.357], [0.931, 7.038, -0.124], [1.921, 0.902, -0.683], [1.805, 6.695, -0.138], [-2.600, -2.153, -0.548], [1.580, -1.099, -1.715], [-0.061, -0.483, 0.849], [-0.786, -2.720, -1.054], [1.356, -0.764, -0.701], [-2.626, -2.663, 0.334], [-1.279, -1.911, 1.697], [-1.134, -3.513, 1.304], [-0.843, -0.131, -0.829], [-0.445, -2.212, -0.199], [0.658, 6.487, 0.861], [1.662, -1.550, 0.022], [-0.071, -0.796, -0.331], [-1.387, -2.559, 0.897]]}

---

*2*
{"formula": "C3H11NO2S", "method": "wB97M-V/def2-TZVPD", "orbital_gap_ev": 10.087, "smiles": "OCNCCS.O", "species": ["N", "H", "O", "H", "H", "S", "C", "H", "H", "H", "C", "H", "H", "C", "H", "H", "H", "O"], "coordinates": [[0.304, 0.157, -0.062], [-1.482, 1.283, -2.259], [0.170, -1.992, 1.015], [1.213, 2.759, -2.003], [0.257, -1.309, 1.668], [-1.161, 2.576, -1.969], [1.032, 0.810, -1.186], [2.094, 0.835, -0.971], [0.654, 2.630, -0.316], [-0.901, -2.506, 3.806], [0.307, -1.295, -0.220], [-0.599, -1.602, -0.741], [-1.874, -1.429, 4.019], [0.537, 2.237, -1.329], [-0.673, 0.405, -0.082], [0.695, 0.249, -2.067], [1.183, -1.595, -0.801], [-1.757, -2.213, 3.497]]}

---

Which of them is the most stable? Correct choice: *2*.

---

*1*
{"formula": "C16H17NO", "method": "wB97M-V/def2-TZVPD", "orbital_gap_ev": 8.249, "smiles": "Cc1c[nH]c2ccccc12.Cc1ccc(O)cc1", "species": ["C", "O", "H", "H", "H", "C", "C", "H", "C", "H", "H", "C", "H", "C", "H", "H", "H", "C", "N", "C", "C", "C", "C", "C", "C", "H", "H", "C", "H", "H", "H", "C", "H", "H", "C"], "coordinates": [[-2.814, -1.817, -1.169], [-3.757, -1.544, -2.132], [2.222, 4.913, -1.598], [4.659, 0.997, 0.358], [-0.462, -0.101, 0.453], [1.702, 4.122, -0.958], [-2.372, -2.185, 1.148], [-4.147, -1.251, 0.428], [0.453, 3.626, -1.303], [1.498, -1.158, 1.367], [-0.930, -2.237, -2.432], [1.574, -0.235, 1.000], [4.390, 1.609, 1.972], [0.680, 1.671, -0.147], [3.395, 3.718, 0.363], [-1.233, 2.170, -0.860], [-2.638, -2.070, 2.304], [2.470, 3.322, -0.009], [0.403, 0.380, 0.451], [2.504, 0.836, 1.082], [-0.577, -2.680, -0.478], [-1.486, -2.098, -1.405], [-0.205, 2.557, -0.765], [-1.136, -2.689, 0.853], [3.932, 0.833, 1.282], [-0.325, 4.315, -1.904], [-0.674, -4.356, 2.049], [-3.210, -1.669, 0.142], [-0.249, -2.969, 2.846], [0.551, -2.921, -0.633], [4.398, -0.063, 1.632], [-0.310, -3.396, 1.850], [0.814, -3.352, 1.798], [-3.249, -1.096, -2.881], [1.996, 2.059, 0.317]]}

---

*2*
{"formula": "C16H17NO", "method": "wB97M-V/def2-TZVPD", "orbital_gap_ev": 8.523, "smiles": "Cc1c[nH]c2ccccc12.Cc1ccc(O)cc1", "species": ["C", "C", "H", "H", "O", "C", "C", "H", "C", "H", "H", "H", "C", "C", "C", "C", "H", "H", "C", "N", "C", "C", "C", "H", "H", "C", "H", "C", "C", "H", "H", "H", "H", "H", "H"], "coordinates": [[0.559, 0.076, -1.637], [1.509, -0.574, -0.818], [-2.461, 0.703, -4.074], [-0.837, 2.596, 3.269], [-2.317, 2.632, 1.338], [2.384, 0.179, 0.089], [0.274, 1.336, -2.009], [-0.212, -3.033, -1.859], [1.308, -1.986, -0.925], [2.652, 1.172, -0.558], [-0.490, -1.559, 0.531], [-1.783, -1.626, -3.495], [-0.085, 0.625, 3.167], [-0.002, -0.572, 2.382], [-0.882, 1.544, -2.844], [-1.482, 0.419, 0.792], [3.269, -0.207, 0.277], [-2.145, 0.427, -0.016], [-1.376, 1.621, 1.508], [0.236, -2.226, -1.733], [-0.199, -0.985, -2.237], [-1.631, 0.523, -3.505], [0.996, -1.685, 2.698], [1.726, -1.442, 3.548], [0.313, 0.720, 4.278], [-1.272, -0.762, -3.107], [-2.041, 3.245, 0.679], [-0.561, -0.650, 1.131], [-0.751, 1.713, 2.751], [0.392, -2.474, 3.029], [1.478, -2.113, 1.797], [2.056, -2.752, -0.748], [-1.291, 2.515, -3.031], [1.765, 0.448, 1.032], [0.900, 2.153, -1.701]]}

---

Which of them is the most stable? Correct choice: *2*.

---

*1*
{"formula": "C16H17NO", "method": "wB97M-V/def2-TZVPD", "orbital_gap_ev": 8.704, "smiles": "Cc1c[nH]c2ccccc12.Cc1ccc(O)cc1", "species": ["C", "H", "C", "C", "C", "C", "C", "H", "H", "H", "H", "H", "C", "C", "H", "O", "H", "N", "H", "C", "H", "C", "C", "H", "H", "H", "H", "H", "H", "C", "C", "H", "C", "C", "C"], "coordinates": [[1.250, 0.517, 1.620], [-1.357, -2.743, 1.158], [-2.116, -1.112, -0.593], [-1.774, -0.235, -2.776], [2.595, -0.095, -0.246], [-0.545, -0.875, -2.850], [-0.258, 1.628, 2.844], [-3.415, 0.343, -1.649], [0.879, -2.109, -1.705], [0.134, -0.604, -3.645], [2.253, 0.995, -2.061], [0.068, -1.847, 1.037], [-2.541, -0.284, -1.632], [2.086, 0.962, -1.002], [1.310, -1.329, 3.672], [-2.264, 0.469, -3.854], [-0.078, -0.676, 4.560], [-0.010, 2.402, 1.708], [1.442, 0.105, 4.737], [-0.932, -1.810, -0.693], [0.850, 2.766, -0.936], [1.214, 1.879, -0.433], [-0.093, -1.663, -1.800], [3.173, -0.865, -0.742], [-0.839, 2.750, 1.234], [-2.653, -1.015, 0.343], [0.011, -3.583, 0.333], [-1.074, 1.792, 3.520], [2.425, -1.213, 1.662], [0.563, 0.551, 2.892], [2.201, -0.351, 1.053], [-1.553, 0.936, -4.306], [0.831, -0.414, 4.010], [0.837, 1.640, 0.882], [-0.476, -2.634, 0.515]]}

---

*2*
{"formula": "C16H17NO", "method": "wB97M-V/def2-TZVPD", "orbital_gap_ev": 8.565, "smiles": "Cc1c[nH]c2ccccc12.Cc1ccc(O)cc1", "species": ["O", "C", "H", "H", "H", "H", "C", "C", "C", "H", "C", "H", "C", "C", "C", "C", "H", "C", "H", "H", "C", "N", "H", "H", "H", "C", "H", "H", "C", "C", "C", "C", "H", "H", "H"], "coordinates": [[-2.962, -2.066, -2.381], [-3.955, -0.050, -1.488], [-4.823, 0.886, 2.736], [1.751, -2.275, -2.127], [-2.910, -1.137, 2.044], [-3.149, 1.355, 2.705], [-2.884, -1.630, -0.046], [2.849, 1.777, 2.110], [1.644, 1.595, 1.393], [2.882, 2.353, 3.016], [2.168, -1.294, -2.372], [4.888, -1.763, -1.771], [3.893, 0.262, 0.580], [-3.233, -1.217, -1.321], [4.356, -1.090, -1.118], [3.040, -0.779, -1.266], [1.304, -0.675, -2.528], [2.723, 0.107, -0.177], [-4.176, 0.306, -2.471], [4.929, 1.396, 2.128], [-4.188, 0.774, -0.392], [4.892, -0.523, 0.019], [-2.317, -2.533, 0.140], [5.853, -0.239, 0.088], [-4.372, 2.277, 1.837], [-4.039, 1.273, 2.089], [-4.729, 1.697, -0.573], [0.782, 2.149, 1.724], [1.576, 0.759, 0.312], [-3.117, -0.794, 1.036], [-3.799, 0.413, 0.885], [3.989, 1.138, 1.653], [0.657, 0.594, -0.246], [-2.290, -1.678, -2.957], [2.766, -1.369, -3.262]]}

---

Which of them is the most stable? Correct choice: *2*.